# C20H35ClN5O4

C20H35ClN5O4 as an isolated structure (wB97M-V/def2-TZVPD, OMol25).

Element x y z (Å)
Cl -0.92 -0.33 -0.70
O -0.07 -1.42 -0.46
O -0.86 0.01 -2.08
O -2.27 -0.80 -0.44
O -0.51 0.79 0.10
C -1.97 3.78 -1.97
C -1.48 2.63 -1.02
C -2.51 2.15 -0.03
C -3.71 1.54 -0.55
N -4.68 1.11 -1.02
H -1.94 4.71 -1.41
H -2.96 3.64 -2.40
H -1.28 3.91 -2.80
H -0.64 2.97 -0.42
H -1.20 1.74 -1.57
H -2.84 3.03 0.52
H -2.13 1.43 0.70
C 2.99 0.34 1.45
C 1.64 -0.02 0.91
C 1.21 -1.43 1.35
C 2.21 -2.50 1.08
N 2.95 -3.33 0.80
H 3.82 -0.34 1.27
H 3.03 0.35 2.54
H 3.26 1.32 1.06
H 1.63 0.07 -0.17
H 0.84 0.64 1.27
H 0.32 -1.66 0.77
H 0.94 -1.38 2.41
C -1.81 0.63 3.48
C -1.37 0.19 2.11
C -0.71 -1.19 2.00
C -1.49 -2.33 2.46
N -2.04 -3.30 2.87
H -0.93 0.85 4.09
H -2.33 -0.14 4.04
H -2.46 1.51 3.47
H -0.69 0.97 1.75
H -2.18 0.29 1.39
H 0.29 -1.22 2.44
H -0.61 -1.37 0.93
C 0.33 -3.22 0.32
C 1.29 -3.11 -0.92
C 1.40 -4.42 -1.72
C 0.11 -4.81 -2.26
N -0.88 -5.14 -2.75
H 0.28 -2.30 0.90
H 0.79 -3.95 0.99
H -0.68 -3.45 0.00
H 2.28 -2.86 -0.54
H 0.91 -2.37 -1.63
H 1.63 -5.28 -1.08
H 2.10 -4.35 -2.55
C 2.33 2.03 -0.85
C 0.91 1.60 -1.25
C 0.46 2.36 -2.46
C 0.27 3.80 -2.18
N 0.09 4.91 -1.98
H 2.40 3.06 -0.51
H 3.06 1.88 -1.64
H 2.57 1.33 -0.04
H 0.22 1.67 -0.41
H 0.98 0.57 -1.60
H -0.52 1.96 -2.74
H 1.14 2.26 -3.31

Values from the calculation:
Lowest unoccupied orbital energy (Eh): 0.093
HOMO level (Eh): -0.2136
Calculated total energy (eV): -49432.5228
Net charge: -1
F_max (eV/Å): 15.3